Entry 1:
Molecular formula: C5H5N
Method: DFT, wB97M-V/def2-TZVPD

```
! RIJCOSX wB97M-V def2-TZVPD def2/J DEFGRID3
* xyz 0 1
C 1.0462 -0.1391 1.4406
C 0.5935 -0.5365 0.0397
C -0.3462 0.4256 -0.5202
C -1.3315 1.0076 -0.9239
C -2.5731 0.6427 -1.4281
N -3.5133 0.0766 -1.8035
H 0.1732 0.0255 2.0789
H 1.6012 0.8003 1.3828
H 1.6765 -0.9177 1.8822
H 0.0159 -1.4740 0.0686
H 1.4346 -0.7180 -0.6361
*
```

The calculation puts the calculated total energy at -248.17920 Eh. As for the HOMO energy: -10.35 eV. The value obtained for the LUMO energy is 0.5 eV. The SMILES is CCC#CC#N. The calculation puts the gap between HOMO and LUMO at 10.8 eV. Its energy above the lowest of the compared OMol25 structures with the same formula, charge and spin is 251.63 kJ/mol.



Entry 2:
Molecular formula: C26H40N3O9S4
Method: DFT, wB97M-V/def2-TZVPD

```
! RIJCOSX wB97M-V def2-TZVPD def2/J DEFGRID3
* xyz 1 1
O -3.4008 -1.2933 -0.8627
C -2.2290 -1.1467 -0.6014
C -1.3028 -0.1780 -1.4080
C -1.4680 1.2460 -0.9953
N -0.6509 2.0017 -0.3338
C 0.6812 1.6072 0.1360
C 0.9717 1.9106 1.6246
C 2.3630 2.5568 1.7817
C 3.5054 1.6128 1.3568
S 4.3237 2.1393 -0.2053
C 3.4759 1.1151 -1.3565
N 2.8028 1.4555 -2.3787
N 2.3117 0.2692 -2.9222
C 2.7148 -0.6728 -2.1832
O 3.4837 -0.2252 -1.1465
C -1.1011 3.3871 -0.1079
C -2.4558 3.5641 -0.8045
C -2.7130 4.8364 -1.6178
C -2.2361 4.5896 -3.0849
C -0.9700 3.7124 -3.1865
O -1.0609 5.2247 -3.4387
S -2.9774 1.9547 -1.4790
C -1.5443 -1.8843 0.5262
C -1.4367 -3.2489 0.5397
C -0.7662 -3.8446 1.5832
C -0.2485 -3.0736 2.5825
C -0.3483 -1.7075 2.5746
C -1.0172 -1.1107 1.5302
H -1.5383 -0.2707 -2.4728
H -0.2727 -0.4946 -1.2481
H 0.8337 0.5431 -0.0257
H 1.3934 2.1916 -0.4538
H 0.9708 0.9931 2.2183
H 0.2579 2.5900 2.0955
H 2.4629 2.7806 2.8488
H 2.4009 3.5164 1.2601
H 3.1294 0.5987 1.2094
H 4.3025 1.5837 2.0978
H 2.5503 -1.7371 -2.2274
H -1.1077 3.7429 0.9212
H -0.3185 3.9996 -0.5757
H -3.1391 3.6842 0.0488
H -3.7886 4.9833 -1.7181
H -2.1707 5.7130 -1.2688
H -2.9944 4.4426 -3.8431
H -0.7819 3.5275 -4.2366
H -0.1866 3.8115 -2.4505
H -1.8653 -3.8162 -0.2782
H -0.6487 -4.9206 1.6043
H 0.2772 -3.5427 3.4161
H 0.0623 -1.0729 3.3509
H -1.1203 -0.0315 1.4695
O -1.1939 -1.3357 -5.0352
S -1.4018 -0.1816 -5.8601
O -1.6749 1.0914 -5.2630
O -2.5265 -0.5082 -6.9302
C -3.8087 -0.9743 -6.4587
C -4.6346 0.1333 -5.8338
C -0.0594 -0.0079 -6.9818
H -3.6705 -1.8061 -5.7659
H -4.3239 -1.3654 -7.3334
H -4.1733 0.5050 -4.9190
H -5.6308 -0.2328 -5.5847
H -4.7262 0.9763 -6.5189
H 0.1337 -0.9666 -7.4552
H 0.8055 0.3104 -6.4024
H -0.3147 0.7494 -7.7186
O 1.2360 -4.2252 5.6692
S 1.5059 -3.7245 6.9852
O 1.3027 -2.3431 7.2933
O 2.9817 -4.1436 7.4003
C 4.0711 -3.7670 6.5354
C 4.3974 -2.2886 6.6244
C 0.6503 -4.7012 8.1714
H 3.8512 -4.0646 5.5084
H 4.9286 -4.3509 6.8635
H 3.5788 -1.6778 6.2453
H 5.2883 -2.0624 6.0376
H 4.5696 -1.9957 7.6599
H 0.8231 -5.7526 7.9581
H -0.4078 -4.4650 8.0806
H 1.0074 -4.4383 9.1636
*
```

The calculation puts the calculated total energy at -3448.52642 Eh. As for the HOMO energy: -11.99 eV. The value obtained for the LUMO energy is -3.1 eV. The calculation puts the gap between HOMO and LUMO at 8.8 eV.



Entry 3:
Molecular formula: C22H29N3O4
Method: DFT, wB97M-V/def2-TZVPD

```
! RIJCOSX wB97M-V def2-TZVPD def2/J DEFGRID3
* xyz 0 1
C 1.9386 2.4105 -3.1097
H 2.5499 3.1606 -3.1995
O 0.6581 2.7550 -2.6140
C -0.2954 1.9908 -2.5404
C -1.4163 2.5266 -2.2127
C -2.4995 1.8770 -1.7966
C -2.4860 0.6383 -2.0540
C -1.2815 -0.2303 -2.6057
C -0.1395 0.5812 -2.8078
H 0.6284 0.1914 -3.2241
H -1.2141 -1.2467 -2.6103
C -3.6091 -0.5126 -1.7792
H -4.4225 0.1178 -1.3565
H -4.3002 -0.5431 -2.6771
C -3.4423 -1.9193 -1.3626
N -2.6294 -1.7131 -0.0539
C -1.5448 -2.4211 -0.2678
O -1.0643 -2.9142 -1.1923
C -0.7260 -2.7425 1.1702
C -1.4898 -2.4716 2.4951
C -2.3544 -1.3995 2.2979
C -1.5236 0.0505 2.5970
O -1.2123 0.3517 3.6234
N -1.3225 0.6923 1.3938
H -1.4706 -0.1482 0.3939
C -0.5336 1.6679 1.2319
C 0.9294 1.3988 0.8215
C 2.0635 1.2133 1.8841
C 3.1271 0.9220 0.9650
N 2.5332 0.5402 -0.2327
O 1.2881 0.6882 -0.1474
C 4.5827 0.4680 1.2135
C 5.3655 0.4629 0.0956
H 6.4460 0.3440 0.2156
H 5.3711 1.4568 -0.5537
H 5.0236 -0.4097 -0.4064
C 4.6322 -0.9033 2.0195
H 5.5524 -0.7265 2.5682
H 4.2918 -1.5947 1.5409
H 4.0689 -0.6530 3.1572
H 4.7144 1.5181 1.9441
H 2.2270 1.8782 2.9663
H -0.4471 2.2813 2.1831
H -0.7704 2.4907 0.3233
C -3.2063 -1.5203 1.1501
H -4.2599 -2.2409 1.2717
H -3.9444 -0.4470 0.8718
H -3.2018 -1.2819 3.1275
H -0.8200 -2.6168 3.2887
H -1.9652 -3.4165 2.5783
H 0.0461 -1.8430 1.1054
H -0.0726 -3.5935 1.0801
H -3.1174 -2.5962 -2.0503
H -4.5523 -2.2053 -1.0842
H -3.5778 2.3159 -1.3580
H -1.5387 3.7331 -1.5869
H 2.4521 1.5712 -2.5709
H 1.9615 2.0162 -4.1198
*
```

The calculation puts the calculated total energy at -1320.24892 Eh. As for the HOMO energy: -7.96 eV. The value obtained for the LUMO energy is 0.6 eV. The calculation puts the gap between HOMO and LUMO at 8.6 eV. Its energy above the lowest of the compared OMol25 structures with the same formula, charge and spin is 1948.04 kJ/mol.



Entry 4:
Molecular formula: C38H24N8OP2RuS2Se2
Method: DFT, wB97M-V/def2-TZVPD

```
! RIJCOSX wB97M-V def2-TZVPD def2/J DEFGRID3
* xyz -1 2
Ru -2.6991 0.8463 -0.6690
S -4.0608 1.8332 1.0276
C -5.6394 1.3980 0.4404
C -6.7115 1.8933 1.1783
C -8.0215 1.5920 0.8433
C -9.0765 2.0571 1.6514
N -9.9310 2.4213 2.3258
C -8.2775 0.7853 -0.2898
C -7.2126 0.2975 -1.0272
C -5.8885 0.5802 -0.6895
S -4.6794 -0.1488 -1.6926
C -9.5972 0.4517 -0.6597
N -10.6639 0.1621 -0.9681
H -6.4963 2.5140 2.0353
H -7.3978 -0.3144 -1.8964
Se 4.2296 2.1181 -1.7489
P 3.5063 0.9295 -0.1865
C 3.9091 1.5408 1.4798
C 3.9791 2.9109 1.6791
C 4.2415 3.4059 2.9426
C 4.4418 2.5339 3.9997
C 4.3663 1.1658 3.7983
C 4.0944 0.6613 2.5396
C 4.3143 -0.6992 -0.2700
C 3.6434 -1.8510 -0.6392
C 4.3341 -3.0374 -0.8075
C 5.7040 -3.0728 -0.6196
C 6.3842 -1.9155 -0.2696
C 5.6962 -0.7295 -0.1032
C 1.7120 0.8712 -0.1252
C 0.5145 0.1465 -0.1959
N -0.4656 1.0754 -0.1207
N 0.0719 2.2589 -0.0251
N 1.3668 2.1672 -0.0226
P -0.0445 -1.5507 -0.2484
Se -2.1302 -1.8000 0.1391
C 0.3938 -2.2385 -1.8741
C -0.0103 -3.5363 -2.1654
C 0.3215 -4.0990 -3.3824
C 1.0335 -3.3599 -4.3149
C 1.3987 -2.0525 -4.0407
C 1.0752 -1.4841 -2.8221
C 0.8708 -2.3952 1.0801
C 0.9023 -1.7194 2.2956
C 1.5036 -2.3000 3.3936
C 2.0611 -3.5645 3.2877
C 2.0184 -4.2438 2.0799
C 1.4187 -3.6667 0.9747
H 3.8144 3.5707 0.8396
H 4.2897 4.4704 3.1055
H 4.6538 2.9165 4.9871
H 4.5189 0.4841 4.6223
H 4.0197 -0.4067 2.3771
H 2.5765 -1.8146 -0.7901
H 3.7973 -3.9301 -1.0905
H 6.2431 -3.9995 -0.7543
H 7.4555 -1.9409 -0.1330
H 6.2210 0.1829 0.1482
H -0.5980 -4.0789 -1.4371
H 0.0271 -5.1139 -3.6040
H 1.2958 -3.8021 -5.2640
H 1.9440 -1.4725 -4.7702
H 1.3584 -0.4616 -2.6102
H 0.4434 -0.7426 2.3731
H 1.5295 -1.7711 4.3339
H 2.5252 -4.0238 4.1481
H 2.4484 -5.2327 2.0014
H 1.3782 -4.1994 0.0348
N -1.3688 4.3687 -1.4067
C -2.4314 3.6046 -1.7686
O -2.2519 2.4368 -2.1863
C -3.7280 4.2333 -1.7289
C -3.8701 5.5531 -1.3164
N -3.9588 6.6533 -0.9780
C -4.8893 3.5373 -2.0457
N -5.8812 2.9973 -2.2848
H -0.5237 3.8787 -1.1343
H -1.5453 5.2655 -0.9826
*
```

The calculation puts the calculated total energy at -8352.71989 Eh. As for the HOMO energy (alpha / beta): -5.13 / -5.11 eV. The value obtained for the LUMO energy (alpha / beta) is 0.7 / 0.3 eV. The calculation puts the gap between HOMO and LUMO (alpha / beta) at 5.9 / 5.4 eV.



Entry 5:
Molecular formula: C6H14O
Method: DFT, wB97M-V/def2-TZVPD

```
! RIJCOSX wB97M-V def2-TZVPD def2/J DEFGRID3
* xyz 0 1
C 0.3759 -0.4079 -2.5374
O 0.5989 -1.7141 -0.7546
C -0.1120 -1.4003 0.2955
C -0.1219 0.2498 0.6785
C -1.1688 0.3659 1.7844
C 1.2933 0.5924 1.1313
C -0.4864 0.9602 -0.5357
H 0.1768 0.5068 -3.1079
H -0.2653 -1.2355 -2.8151
H 1.4258 -0.6703 -2.5320
H 0.3210 -1.7718 1.2465
H -1.1910 -1.6777 0.2523
H -2.1739 0.1632 1.3985
H -1.1727 1.3685 2.2279
H -0.9611 -0.3598 2.5822
H 2.0055 0.2597 0.3684
H 1.5470 0.0784 2.0658
H 1.4187 1.6707 1.2884
H -0.0463 0.1489 -1.4247
H 0.0843 1.8421 -0.8333
H -1.5480 1.0308 -0.7788
*
```

The calculation puts the calculated total energy at -312.07285 Eh. As for the HOMO energy (alpha / beta): -8.45 / -8.42 eV. The value obtained for the LUMO energy (alpha / beta) is -0.6 / -0.6 eV. The calculation puts the gap between HOMO and LUMO (alpha / beta) at 7.8 / 7.8 eV. Its energy above the lowest of the compared OMol25 structures with the same formula, charge and spin is 478.34 kJ/mol.



Entry 6:
Molecular formula: C2H2Cl2OS
Method: DFT, wB97M-V/def2-TZVPD

```
! RIJCOSX wB97M-V def2-TZVPD def2/J DEFGRID3
* xyz 0 1
C 1.2831 0.2589 0.6153
C -1.6049 0.0281 -0.1872
O 1.8738 -0.6239 -0.0953
S -0.7823 -0.9801 -1.2418
Cl -2.2021 -0.3092 1.3293
Cl -1.9942 1.6657 -0.5901
H 2.0273 0.7771 1.2553
H 1.3993 -0.8166 -1.0855
*
```

The calculation puts the calculated total energy at -1471.05073 Eh. As for the HOMO energy: -8.43 eV. The value obtained for the LUMO energy is -1.1 eV. The calculation puts the gap between HOMO and LUMO at 7.3 eV. Its energy above the lowest of the compared OMol25 structures with the same formula, charge and spin is 428.31 kJ/mol.



- calculated total energy of number 3 (C22H29N3O4)?
  -1320.24892 Eh



- Which of these has the highest calculated total energy?
  C5H5N



- Among the records above, which one has the lowest calculated total energy?
  C38H24N8OP2RuS2Se2



Copy entry 6 word for word.
Molecular formula: C2H2Cl2OS
Method: DFT, wB97M-V/def2-TZVPD

```
! RIJCOSX wB97M-V def2-TZVPD def2/J DEFGRID3
* xyz 0 1
C 1.2831 0.2589 0.6153
C -1.6049 0.0281 -0.1872
O 1.8738 -0.6239 -0.0953
S -0.7823 -0.9801 -1.2418
Cl -2.2021 -0.3092 1.3293
Cl -1.9942 1.6657 -0.5901
H 2.0273 0.7771 1.2553
H 1.3993 -0.8166 -1.0855
*
```

The calculation puts the calculated total energy at -1471.05073 Eh. As for the HOMO energy: -8.43 eV. The value obtained for the LUMO energy is -1.1 eV. The calculation puts the gap between HOMO and LUMO at 7.3 eV. Its energy above the lowest of the compared OMol25 structures with the same formula, charge and spin is 428.31 kJ/mol.